[1]
Formula: C4H4O5Pt
Source: the Open Molecules 2025 dataset
Level of theory: wB97M-V/def2-TZVPD

```
14
Properties=species:S:1:pos:R:3:forces:R:3:nbo_charge:R:1
Pt 0.064663 -1.367510 0.031058 2.299 5.046 -1.018 0.818
O 0.188951 2.653477 -0.027671 -0.958 -0.198 0.287 -0.487
O 1.426510 0.983176 -0.738287 -0.148 -1.277 -0.175 -0.501
O -0.889434 -2.550522 1.173562 -3.929 -3.122 3.762 -0.733
O 0.244209 -3.181407 -0.525230 0.637 -3.984 -0.621 -0.630
O 2.263351 3.067142 -0.773288 -0.988 -0.846 0.106 -0.582
C 1.364348 2.294626 -0.547076 1.662 1.540 -0.024 0.961
C -0.540248 1.453629 0.332535 -0.162 0.625 0.447 -0.118
C 0.084511 0.398003 -0.559840 0.170 4.347 -1.943 -0.198
C -0.242254 -3.567825 0.564960 -0.017 -3.140 -0.928 0.394
H -1.606822 1.612934 0.140684 0.292 -0.065 0.013 0.211
H -1.592819 -3.573726 1.075742 1.108 1.334 0.180 0.480
H -0.378911 1.294851 1.408998 -0.050 -0.074 -0.247 0.192
H -0.386055 0.483151 -1.556148 0.084 -0.185 0.161 0.191
```
Positions in Å, forces in eV/Å.

Results
Calculated total energy (eV): -17688.67796
⟨S²⟩: 2.005
Largest force on an atom (eV/A): 6.272
Spin multiplicity: 3
Relative energy (zero: lowest compared OMol25 entry of this formula, charge and spin) (kJ/mol): 244.8

[2]
Formula: C3H4O2
Source: the Open Molecules 2025 dataset
Level of theory: wB97M-V/def2-TZVPD

```
9
Properties=species:S:1:pos:R:3:forces:R:3:nbo_charge:R:1
O 1.580516 -0.092874 1.060865 0.005 -1.214 -0.468 -0.708
O -2.538482 1.847222 -0.424032 1.466 -0.731 0.989 -0.517
C -1.635781 1.021154 -0.508506 -1.133 0.626 -0.906 0.406
C -0.513169 0.730256 0.377300 -0.570 2.278 0.229 -0.465
C 0.488498 -0.078001 0.210940 1.184 -5.888 -2.709 0.296
H 2.067366 -0.966261 1.259649 -1.655 1.820 -1.139 0.515
H 0.312631 -1.114016 -0.841865 0.966 3.193 3.402 0.135
H -1.628157 0.470299 -1.432948 0.187 -0.963 -0.712 0.106
H -0.235167 1.480198 1.066667 -0.449 0.879 1.312 0.232
```
Positions in Å, forces in eV/Å.

Results
Calculated total energy (eV): -7267.65395
Largest force on an atom (eV/A): 6.588
Spin multiplicity: 1
Relative energy (zero: lowest compared OMol25 entry of this formula, charge and spin) (kJ/mol): 292.5

[3]
Formula: INO
Source: the Open Molecules 2025 dataset
Level of theory: wB97M-V/def2-TZVPD

```
3
Properties=species:S:1:pos:R:3:forces:R:3:nbo_charge:R:1
I -2.052710 0.259453 -0.000841 -3.653 -2.811 0.000 1.078
O -0.374212 0.691090 -0.001586 5.003 1.568 -0.002 -0.873
N -0.549228 -1.476152 -0.002944 -1.350 1.243 0.001 -0.205
```
Positions in Å, forces in eV/Å.

Results
Calculated total energy (eV): -11629.36922
Largest force on an atom (eV/A): 5.243
Spin multiplicity: 1
Relative energy (zero: lowest compared OMol25 entry of this formula, charge and spin) (kJ/mol): 589.1

[4]
Formula: C2H10N2O
Source: the Open Molecules 2025 dataset
Level of theory: wB97M-V/def2-TZVPD

```
15
Properties=species:S:1:pos:R:3:forces:R:3:nbo_charge:R:1
O 0.960283 -1.437447 -0.763155 1.454 -1.389 0.672 -0.724
N -1.812258 -0.200213 0.511059 -1.548 1.865 0.306 -0.845
N -0.022155 1.411121 1.174197 -0.260 0.862 -0.932 -0.872
C 1.904840 -0.746618 -1.563274 -1.024 0.546 -1.565 -0.258
C -1.401053 1.180665 0.703301 0.955 0.537 -0.240 -0.058
H -1.938934 -0.638916 1.389575 -0.105 -0.524 0.839 0.345
H -1.465451 1.767004 -0.238778 -0.214 -0.648 0.362 0.173
H 1.879732 -1.151638 -2.603657 0.016 0.368 0.520 0.165
H 0.761181 1.036160 0.658160 -0.506 -0.203 -0.523 0.357
H -1.163242 -0.707091 -0.006120 1.392 -0.942 -1.062 0.370
H -2.072508 1.697477 1.422608 0.355 -0.523 -0.408 0.182
H 1.533415 -2.176996 -0.453268 -1.417 0.404 0.095 0.467
H 1.541063 0.299629 -1.597707 0.784 -0.396 -0.030 0.182
H 2.920231 -0.886126 -1.211110 0.179 0.484 0.285 0.170
H 0.140414 1.179424 2.108585 -0.061 -0.441 1.682 0.347
```
Positions in Å, forces in eV/Å.

Results
Calculated total energy (eV): -7262.94956
Largest force on an atom (eV/A): 2.443
Spin multiplicity: 1
Relative energy (zero: lowest compared OMol25 entry of this formula, charge and spin) (kJ/mol): 93.9
SMILES: NCN.CO

[5]
Formula: C18H36ClFeN7SSi
Source: the Open Molecules 2025 dataset
Level of theory: wB97M-V/def2-TZVPD

```
65
Properties=species:S:1:pos:R:3:forces:R:3:nbo_charge:R:1
Fe 0.003271 0.094494 -0.107899 0.579 0.503 -0.204 1.448
Cl -1.495231 -1.361116 -1.537813 -0.162 -0.261 -0.306 -0.005
S -1.559164 1.614463 0.598387 -0.176 0.077 0.178 -0.270
Si -2.310481 5.018903 0.254018 0.050 -0.041 -0.079 1.635
N 1.284939 -3.350249 0.238224 -0.146 0.097 0.188 -0.001
N 2.933435 0.255899 -0.134082 -0.084 0.148 0.076 -0.466
N 0.054069 -1.883262 1.270738 0.105 -0.216 -0.053 -0.374
N 1.006637 -2.106161 0.347612 0.224 -0.194 -0.204 -0.154
N 0.503855 -3.978694 1.119724 0.007 -0.293 -0.099 -0.150
N 0.502075 2.124951 -0.852134 0.060 0.233 0.040 -0.574
N 1.895637 0.427832 0.848178 0.353 -0.306 0.003 -0.724
C 1.156829 -5.874074 2.629398 0.043 -0.018 -0.024 -0.232
C -0.066981 -0.432749 -2.110975 -0.226 -0.177 0.338 -0.726
C 0.173282 4.809827 -1.185415 0.094 0.016 0.014 -0.114
C 0.577160 -5.444420 1.279152 0.023 0.190 0.010 -0.214
C -0.540098 2.750968 -0.292553 -0.039 0.041 -0.006 0.107
C 5.217550 0.012479 -0.770501 0.037 -0.014 -0.049 -0.607
C 4.455988 -1.063979 1.352901 -0.044 -0.034 0.018 -0.638
C 4.300646 0.153538 0.437546 -0.051 0.020 -0.020 0.100
C -2.480225 4.773446 2.086834 0.026 -0.024 0.161 -1.121
C 2.438624 -5.113390 2.957418 0.048 0.003 -0.010 -0.615
C 1.259019 4.162058 -1.774754 -0.045 0.077 -0.002 -0.263
C 1.388553 2.805965 -1.587527 -0.113 -0.118 0.062 0.053
C 0.143315 -5.795154 3.766042 -0.017 0.040 0.023 -0.611
C 4.615783 1.440637 1.190468 0.026 0.042 0.010 -0.628
C -3.768326 4.339755 -0.677369 -0.122 -0.085 -0.056 -1.119
C -0.770944 4.128826 -0.422681 0.016 -0.089 -0.054 -0.485
C -2.095169 6.830920 -0.113771 0.031 0.135 -0.033 -1.125
C -0.251187 -3.074317 1.740441 -0.235 0.224 0.140 0.203
H -1.584732 5.109358 2.614683 -0.019 -0.002 0.008 0.242
H -2.040525 7.032435 -1.185910 0.008 0.004 0.014 0.241
H -0.764071 -6.356136 3.537392 0.002 0.005 -0.004 0.220
H -0.388599 0.348154 -2.785930 0.008 -0.058 -0.098 0.226
H 1.212766 -5.776086 0.461889 0.014 0.031 -0.025 0.245
H -1.199989 7.240372 0.360562 -0.018 0.016 -0.011 0.241
H 2.926195 -5.551699 3.827371 -0.018 -0.003 0.001 0.235
H -0.137943 -4.763353 3.993506 0.025 -0.003 -0.005 0.191
H -4.705084 4.781129 -0.329388 0.026 0.008 0.001 0.247
H 3.801613 -1.019718 2.229316 0.022 0.010 -0.006 0.194
H 5.671237 1.463282 1.461508 -0.005 -0.006 0.001 0.233
H 4.915615 -0.832153 -1.395437 0.006 0.000 0.020 0.210
H -0.426250 -5.835463 1.115193 0.000 -0.039 0.050 0.229
H 1.935274 1.391106 1.166746 -0.039 0.011 -0.004 0.395
H -3.842291 3.257159 -0.554939 -0.020 0.022 -0.020 0.249
H -3.323301 5.366464 2.451137 0.019 -0.018 0.008 0.247
H 2.078661 -0.184190 1.642791 -0.152 0.129 0.158 0.369
H 2.718376 -0.615829 -0.608872 -0.004 -0.018 0.011 0.359
H 0.567980 -6.206922 4.681351 0.003 -0.011 -0.018 0.235
H 0.682560 -1.121217 -2.483249 -0.006 0.038 -0.108 0.219
H 1.418138 -6.925725 2.483675 -0.034 -0.022 0.014 0.228
H 5.475672 -1.123276 1.734330 -0.006 0.008 -0.010 0.235
H 0.070116 5.879278 -1.327645 -0.019 -0.016 -0.016 0.227
H 2.231472 -4.067076 3.198444 -0.012 0.000 -0.013 0.197
H -2.661133 3.731503 2.350734 -0.001 0.007 0.004 0.250
H -0.983354 -3.294722 2.497519 -0.022 0.004 -0.045 0.250
H 3.150001 -5.136016 2.129351 -0.021 -0.009 0.001 0.220
H 6.244612 -0.163751 -0.450606 -0.008 0.019 0.004 0.225
H 4.047795 1.529884 2.119574 -0.005 -0.014 -0.008 0.204
H 2.201314 2.230925 -2.010606 0.023 -0.020 0.017 0.220
H 4.243271 -1.988797 0.810893 0.007 0.009 -0.007 0.215
H -2.952714 7.386472 0.273797 0.018 -0.018 0.002 0.253
H -3.670475 4.556766 -1.743472 -0.024 -0.019 0.003 0.242
H 5.192566 0.915670 -1.380543 -0.014 -0.015 0.004 0.224
H 1.981041 4.701361 -2.371254 -0.007 0.010 0.013 0.233
H 4.406025 2.311012 0.565478 0.006 -0.019 0.000 0.224
```
Positions in Å, forces in eV/Å.

Results
Calculated total energy (eV): -95297.62690
Charge: +1
⟨S²⟩: 8.764
Largest force on an atom (eV/A): 0.793
Spin multiplicity: 6
Relative energy (zero: lowest compared OMol25 entry of this formula, charge and spin) (kJ/mol): 0.0

[6]
Formula: C53H44As2N7O7Sn
Source: the Open Molecules 2025 dataset
Level of theory: wB97M-V/def2-TZVPD

```
114
Properties=species:S:1:pos:R:3:forces:R:3:mulliken_charge:R:1
Sn 0.571523 -0.071318 0.600855 -0.262 -0.073 -0.082 1.439
As -1.826555 1.718680 -1.301760 -0.077 -0.214 -0.157 1.641
As -3.357187 0.600286 1.520136 -0.012 0.042 0.139 0.865
O 1.381987 -0.134329 -1.480936 -0.124 -0.314 0.265 0.402
O 2.234349 -2.198495 -3.180833 -0.111 -0.023 0.009 -0.601
O 1.899216 -1.199019 -5.056925 -0.061 0.043 -0.034 -0.666
O 2.041344 1.504828 0.667543 -0.131 -0.103 0.402 -0.693
O 5.569752 2.121114 -5.451613 -0.033 -0.004 -0.062 -0.672
O 3.826405 2.804718 0.405671 -0.120 -0.067 0.012 -0.802
O 5.782225 3.552035 -3.860440 0.010 0.038 0.009 -0.648
N 2.253537 -1.211566 -3.886743 0.120 -0.062 0.079 1.185
N -0.899058 -2.542838 0.070855 -0.103 -0.115 0.106 -0.635
N -0.064222 -3.207640 -0.750335 0.142 0.178 -0.012 1.019
N 2.197933 -0.648620 3.653545 0.170 0.015 -0.055 0.513
N 5.291460 2.544881 -4.339705 0.018 -0.057 0.073 1.042
N 1.910034 -1.812829 1.054359 0.252 0.337 -0.101 0.193
N 0.945604 -0.267875 3.362749 0.220 -0.030 0.159 -0.159
C 2.398336 0.421009 -2.008814 0.125 0.312 -0.158 0.311
C -0.732231 4.461594 -1.520873 -0.060 0.043 0.034 -0.705
C 4.084111 2.168769 -2.224811 0.026 0.057 -0.097 -0.632
C -0.211353 5.631724 -0.981990 -0.015 -0.015 0.002 -0.727
C -0.795128 1.060366 -3.867537 0.002 0.036 -0.015 -0.209
C -5.181176 0.136514 3.813348 -0.050 0.029 -0.010 -0.418
C 4.331274 1.804312 -3.544669 0.008 -0.031 0.069 -0.798
C 3.156617 1.507582 -1.452151 -0.025 -0.070 0.045 0.051
C 2.787808 -7.181805 -0.862416 0.011 0.057 0.007 -1.620
C 3.236310 -0.545056 2.680259 0.070 0.019 0.147 0.028
C -3.751256 -2.223541 1.322464 -0.905 -0.106 1.044 -0.777
C 5.294669 -0.285160 0.873979 -0.049 0.054 0.002 -0.853
C -1.864330 -2.819961 -1.949991 0.145 -0.031 -0.031 -2.053
C 3.471717 -5.108093 0.431791 -0.051 -0.038 -0.012 -1.300
C -1.262622 3.480179 -0.688737 0.128 -0.031 0.013 0.394
C 3.018667 1.987530 -0.016362 0.074 0.011 -0.233 0.461
C 3.104843 -1.171662 1.447170 0.104 -0.123 -0.154 -0.555
C 6.529166 1.322131 2.378216 0.011 -0.003 0.006 -1.706
C 2.073053 -3.084649 0.544281 0.008 -0.074 0.002 0.853
C -2.455770 2.795637 -4.004970 0.020 -0.060 -0.019 -0.203
C -4.349632 -3.419719 0.953917 -0.211 -0.034 0.232 -0.316
C 4.352065 0.226089 2.993545 0.003 0.046 0.028 -0.250
C -0.614635 1.118607 -5.244611 0.001 0.002 -0.034 -0.535
C -1.228500 3.678099 0.693029 0.031 0.022 -0.013 0.011
C 2.321264 -1.054850 4.935883 -0.081 0.018 -0.115 -0.240
C 5.391560 0.382511 2.096243 0.008 -0.043 0.007 0.858
C -5.474565 -1.001168 0.183660 0.020 -0.035 0.082 -0.272
C -4.810364 2.669438 4.883483 0.003 -0.019 -0.007 -0.610
C -2.281752 2.849034 -5.380925 0.007 -0.014 0.009 -0.690
C -3.784579 1.901376 -1.082871 -0.009 0.172 -0.120 -1.248
C 2.561755 -5.769901 -0.386519 0.080 0.001 -0.023 0.460
C -5.805118 0.490409 5.004069 0.010 -0.001 -0.007 -0.656
C 1.163234 -3.771478 -0.287242 -0.079 -0.072 0.023 -0.338
C 1.412969 -5.074012 -0.711436 -0.098 -0.072 0.052 -0.426
C 3.222836 -3.832132 0.888472 0.000 -0.071 0.067 -0.445
C -0.610107 -3.383461 -1.973614 -0.015 0.029 -0.130 -0.138
C 4.181800 -1.033692 0.560090 -0.019 0.059 -0.103 -0.083
C -6.068611 -2.198503 -0.196883 0.017 0.029 -0.082 -0.772
C -4.220640 1.952844 0.372993 -0.080 0.016 0.011 -1.476
C -1.989105 -2.311267 -0.649608 0.412 0.305 -0.567 0.177
C 2.807692 0.014819 -3.318298 0.002 0.039 -0.024 -0.481
C -5.623896 1.756254 5.541471 0.000 -0.007 -0.020 -0.488
C 3.703225 0.703256 -4.095428 0.030 -0.055 -0.111 -0.317
C -5.510089 -3.407869 0.192035 0.102 0.016 0.034 -0.589
C -4.182625 2.312214 3.699112 0.019 -0.024 -0.005 -0.443
C -4.317386 -1.002594 0.955401 -0.411 0.095 0.450 0.218
C -4.367712 1.045688 3.144124 -0.042 -0.068 -0.010 0.339
C -0.207414 5.830441 0.390777 0.005 -0.002 -0.011 -0.629
C 0.259607 -0.444095 4.479476 -0.084 -0.014 0.098 -0.479
C -1.359544 2.012165 -6.000121 -0.027 0.031 0.041 -0.582
C -0.716074 4.849050 1.230042 0.003 0.013 -0.020 -0.835
C 1.079136 -0.940669 5.512499 -0.137 0.054 -0.056 -1.139
C -1.714319 1.898693 -3.237930 0.093 0.054 0.004 -0.068
H -6.436752 -0.228939 5.511301 0.004 0.006 -0.002 0.379
H 6.262205 2.331014 2.054446 -0.030 -0.009 -0.008 0.235
H 0.801406 -1.185573 6.523135 -0.004 0.009 -0.019 0.413
H -4.656453 3.658351 5.297317 -0.002 -0.001 -0.005 0.405
H 3.264213 -1.401427 5.323395 0.008 0.008 -0.047 0.439
H 3.854248 -7.401493 -0.930230 -0.002 -0.009 0.000 0.376
H 0.651074 -5.572417 -1.300838 -0.002 0.070 -0.045 0.558
H -6.965864 -2.184297 -0.803290 0.000 -0.002 0.003 0.407
H 3.948348 -3.362451 1.538910 -0.011 -0.092 -0.021 0.417
H -3.898983 -4.360420 1.243827 0.036 0.022 -0.022 0.406
H -5.926062 -0.067530 -0.126167 -0.002 0.021 -0.003 0.370
H -4.202511 1.036013 -1.602540 -0.025 -0.034 0.050 0.436
H 4.098126 -1.514302 -0.409157 0.020 0.025 0.022 0.447
H -0.708820 4.312090 -2.593102 0.004 -0.014 0.000 0.385
H -3.534867 3.030377 3.206788 0.007 0.007 0.002 0.289
H 2.351986 -7.339014 -1.850269 -0.002 -0.006 0.007 0.367
H -2.824774 -1.792247 -0.205707 0.973 -0.072 -1.019 0.617
H 6.078835 -0.161224 0.134990 0.005 -0.019 0.013 0.312
H -3.165082 3.462983 -3.529602 -0.003 0.014 0.000 0.274
H 4.621815 2.992235 -1.777636 -0.010 -0.001 0.027 0.672
H -0.680059 4.979983 2.304346 -0.003 -0.007 0.001 0.436
H -2.859980 3.550309 -5.970469 0.001 0.000 -0.004 0.390
H -1.219094 2.064491 -7.072836 -0.001 -0.009 0.004 0.378
H 4.390107 -5.604254 0.728810 -0.005 0.003 0.014 0.350
H -4.133631 2.797656 -1.598499 -0.017 -0.007 -0.056 0.505
H 3.919896 0.380599 -5.103204 0.003 0.006 0.007 0.607
H -2.819242 -2.235514 1.877794 -0.031 -0.030 -0.003 0.606
H 0.218979 6.733953 0.807666 -0.006 0.002 -0.002 0.360
H -5.305241 1.873637 0.463966 -0.032 0.005 0.044 0.751
H -1.564416 2.890182 1.359318 0.044 0.004 0.000 0.340
H -3.941761 2.910860 0.816383 0.015 0.012 -0.018 0.646
H -6.111314 2.030151 6.468718 0.004 -0.001 -0.002 0.356
H 0.211052 6.381547 -1.639384 0.000 0.001 0.002 0.399
H -0.066484 -3.858957 -2.770153 0.103 0.005 0.012 0.535
H 4.370469 0.750611 3.942888 -0.015 -0.009 -0.008 0.455
H 7.427777 1.026864 1.835262 0.005 -0.008 0.013 0.414
H -0.209251 0.367854 -3.269980 -0.047 0.011 -0.018 -0.086
H 2.343584 -7.916184 -0.184896 -0.002 0.009 0.007 0.289
H -2.571847 -2.758329 -2.758447 0.009 -0.003 -0.018 0.536
H -5.341179 -0.853031 3.401851 0.019 0.000 -0.006 0.349
H -5.968759 -4.340306 -0.111534 -0.008 -0.003 0.005 0.367
H -0.792033 -0.204583 4.500950 -0.012 -0.014 0.000 0.500
H 0.112640 0.469268 -5.716749 -0.010 0.005 0.032 0.431
H 6.766169 1.356454 3.443179 -0.007 0.011 -0.017 0.397
```
Positions in Å, forces in eV/Å.

Results
Calculated total energy (eV): -207944.49379
Charge: -1
Largest force on an atom (eV/A): 1.411
Spin multiplicity: 1
Relative energy (zero: lowest compared OMol25 entry of this formula, charge and spin) (kJ/mol): 16.1

Look up the calculated total energy of the second one.
-7267.65395 eV